# C2H11NO4

A cluster of 4 separate species, C2H11NO4 in total (ωB97M-V/def2-TZVPD, the OMol25 dataset).

The calculation puts the gap between HOMO and LUMO (alpha / beta) at 3.3 / 6.7 eV. As for the energy above the lowest of the compared OMol25 structures with the same formula, charge and spin: 0.842 eV. As for the charge: -1. For the calculated total energy, the calculation gives -438.48012 Ha. As for the spin multiplicity: 2. The HOMO energy (alpha / beta) is -0.00296 / -0.13184 Ha.

Each line ends with the Löwdin charge.
CARTESIAN COORDINATES (ANGSTROEM)
O  -1.199  -1.387  -1.866  -0.260
C  -0.664  -1.576  -0.714  -0.419
C  -1.256  -0.958  0.541  -0.303
N  -0.501  0.300  0.910  -0.038
H  0.309  -2.081  -0.604  0.045
H  -2.293  -0.753  0.257  0.080
H  -1.230  -1.595  1.431  0.069
H  -0.690  0.970  0.176  0.028
H  -0.927  0.634  1.778  0.026
H  -2.785  1.322  -2.497  0.010
H  -1.563  0.422  -2.356  0.009
O  -1.968  1.248  -2.000  -0.111
H  2.834  -0.309  0.728  -0.021
H  1.969  -0.939  -0.338  0.000
O  2.684  -1.150  0.280  -0.106
H  1.608  1.943  1.371  0.023
H  3.153  2.236  1.674  0.028
O  2.520  1.673  1.232  -0.061